Density functional theory data (ωB97M-V with the def2-TZVPD basis set) for a molecular structure, C47H42AuO4S5Si.

- orbital gap (eV) = 6.76
- HOMO (eV) = -10.60
- energy relative to the best compared isomer or geometry (same formula, charge and spin) (kJ/mol) = 7.09
- net charge = +1

```
100
Properties=species:S:1:pos:R:3:lowdin_charge:R:1
Au 0.568 0.202 -0.596 1.3479
O 2.670 0.320 -0.540 -0.6203
S 3.645 1.507 -0.549 1.1064
C 2.898 2.722 -1.696 -0.2923
C 2.961 4.217 -1.365 -0.1954
C 1.597 4.910 -1.516 -0.1979
C 0.635 4.744 -0.327 -0.2749
S -0.498 3.349 -0.495 1.0818
O 0.485 2.205 -0.165 -0.6674
C -1.438 3.530 1.007 -0.3759
C -2.176 4.687 1.223 -0.0739
C -2.961 4.777 2.361 -0.0562
C -3.017 3.717 3.256 -0.0541
C -2.292 2.559 3.014 -0.0572
C -1.500 2.455 1.880 -0.0882
C 3.569 2.273 1.056 -0.3969
C 2.578 1.974 1.978 -0.0801
C 2.610 2.589 3.220 -0.0482
C 3.626 3.483 3.533 -0.0540
C 4.632 3.750 2.613 -0.0562
C 4.614 3.133 1.373 -0.0968
H 1.871 2.384 -1.744 0.0166
H 3.369 2.488 -2.651 0.1011
H 3.676 4.698 -2.030 0.1209
H 3.317 4.392 -0.350 0.0921
H 1.113 4.580 -2.437 0.1045
H 1.770 5.981 -1.625 0.1217
H -0.007 5.620 -0.231 0.0953
H 1.158 4.581 0.618 0.1118
H -2.156 5.510 0.519 0.1131
H -3.536 5.675 2.543 0.1153
H -3.640 3.790 4.137 0.1146
H -2.349 1.727 3.703 0.1130
H -0.954 1.546 1.671 0.0908
H 1.800 1.264 1.741 0.0820
H 1.841 2.363 3.947 0.1162
H 3.647 3.955 4.506 0.1142
H 5.437 4.426 2.867 0.1155
H 5.413 3.313 0.662 0.1212
O -1.370 0.163 -0.664 -0.3038
C -2.128 0.079 -1.889 -0.5407
C -3.541 -0.059 -1.353 -0.4436
C -4.451 -1.038 -1.605 -0.0862
C -5.640 -0.901 -0.837 -0.1624
C -5.595 0.165 0.005 -0.3949
S -4.116 1.011 -0.123 1.0623
C -1.986 1.353 -2.711 -0.5111
C -2.899 2.340 -2.932 -0.1238
C -2.403 3.396 -3.747 -0.1640
C -1.119 3.191 -4.137 -0.4028
S -0.509 1.706 -3.541 1.0009
C -1.790 -1.131 -2.730 -0.4954
C -1.476 -2.372 -2.267 -0.1210
C -1.293 -3.324 -3.303 -0.1433
C -1.506 -2.788 -4.536 -0.3861
S -1.903 -1.130 -4.451 1.0564
H -4.291 -1.823 -2.330 0.1218
H -6.483 -1.571 -0.909 0.1076
H -6.357 0.503 0.689 0.0687
H -3.906 2.306 -2.545 0.1004
H -2.992 4.251 -4.047 0.1095
H -0.516 3.805 -4.788 0.0728
H -1.406 -2.596 -1.214 0.0770
H -1.018 -4.355 -3.132 0.0984
H -1.445 -3.276 -5.495 0.0701
O 0.826 -1.686 -0.700 -0.4151
Si 0.734 -3.027 0.264 0.5247
C 1.878 -2.951 1.758 -0.2236
C 1.924 -4.032 2.643 -0.0818
C 2.724 -4.003 3.774 -0.0780
C 3.498 -2.884 4.052 -0.0862
C 3.472 -1.802 3.187 -0.0857
C 2.671 -1.844 2.050 -0.0981
C -0.991 -3.145 0.992 -0.2348
C -1.936 -4.153 0.791 -0.0850
C -3.221 -4.051 1.310 -0.0707
C -3.589 -2.934 2.043 -0.0775
C -2.661 -1.928 2.274 -0.0774
C -1.381 -2.040 1.757 -0.1024
C 1.367 -4.366 -0.874 -0.2097
C 0.691 -5.523 -1.263 -0.1003
C 1.228 -6.383 -2.213 -0.0844
C 2.454 -6.098 -2.793 -0.0799
C 3.150 -4.960 -2.409 -0.0751
C 2.611 -4.106 -1.461 -0.0845
H 1.324 -4.915 2.447 0.1090
H 2.746 -4.856 4.441 0.1056
H 4.124 -2.863 4.935 0.1035
H 4.080 -0.928 3.391 0.0983
H 2.687 -1.016 1.365 0.0515
H -1.685 -5.036 0.223 0.0816
H -3.937 -4.843 1.133 0.1065
H -4.592 -2.849 2.439 0.1062
H -2.939 -1.055 2.853 0.0972
H -0.662 -1.249 1.960 0.0913
H -0.261 -5.779 -0.823 0.0788
H 0.685 -7.274 -2.502 0.1057
H 2.869 -6.763 -3.540 0.1050
H 4.114 -4.740 -2.849 0.1044
H 3.163 -3.219 -1.171 0.1038
```